DFT (wB97M-V/def2-TZVPD) results for a structure of composition C17H18LiNO5 at a distorted geometry.

Calculated values
- ΔE to the lowest compared entry with this formula, charge and spin (kJ/mol) = 23.49
- E (eV) = -29852.090
- total charge = -2
- orbital gap (eV) = 3.66

Structure (XYZ):
```
42
Properties=species:S:1:pos:R:3:forces:R:3:mulliken_charge:R:1
Li 0.2204 1.4779 0.1810 0.152 -0.356 0.555 0.9794
O 1.8199 0.3440 -0.1999 -0.078 -0.409 -0.495 -0.4658
C 1.7965 -0.6694 -0.8829 1.382 0.376 0.498 -0.1740
C 0.6760 -1.2499 -1.5566 -0.651 -0.608 -0.666 0.5970
C 0.8768 -2.2413 -2.5168 0.123 0.399 0.267 -0.5127
C -0.1684 -2.7211 -3.3046 -0.121 0.574 0.732 -0.3763
C -1.4766 -2.2361 -3.0640 -0.234 0.006 -0.024 -0.2893
C -1.7118 -1.3227 -2.0929 -0.210 -0.180 -0.232 -0.6431
C -0.6568 -0.7544 -1.2847 -0.417 0.228 0.311 0.3218
O -0.9203 0.0976 -0.4171 -0.034 -0.269 -0.444 -0.5514
N 0.0448 -3.6344 -4.3298 0.483 -1.276 -1.407 0.9348
O 1.2028 -4.0775 -4.5326 -1.263 0.452 0.209 -0.6803
O -0.9260 -3.9916 -5.0459 1.103 0.344 0.792 -0.6837
H 2.7622 -1.2036 -1.0669 -0.214 0.095 0.102 0.1308
H 1.8706 -2.6323 -2.6860 0.112 0.046 -0.015 0.4644
H -2.2744 -2.6272 -3.6802 -0.039 0.049 0.041 0.4326
H -2.7116 -0.9574 -1.9021 -0.035 0.026 0.015 0.3932
C -2.0849 3.1234 -1.3933 0.206 0.201 0.236 -1.0927
C -1.3995 3.6641 -0.1136 -0.707 0.959 -0.114 0.4657
C -2.3498 3.3922 1.0801 0.331 0.195 -0.315 -1.1414
O -0.1730 3.1672 0.0765 0.531 -0.124 -0.068 -1.0043
H -3.0614 3.5844 -1.5663 -0.095 0.058 -0.045 0.4393
H -2.2067 2.0505 -1.2800 -0.071 -0.247 -0.046 0.0922
H -1.4374 3.3073 -2.2489 0.053 0.038 -0.148 0.2329
H -1.3515 4.7956 -0.2350 -0.220 -0.339 0.022 0.1841
H -2.4518 2.3149 1.1835 -0.067 -0.201 0.149 0.1678
H -3.3328 3.8472 0.9347 -0.149 0.038 -0.022 0.4398
H -1.9022 3.7911 1.9880 0.035 -0.019 0.142 0.2268
C -0.4599 0.5467 3.0668 -0.177 0.221 -0.006 -1.3620
C 0.7180 -0.1406 2.9166 -0.530 0.165 0.386 1.2330
C 0.7547 -1.5428 2.6414 -0.054 -0.317 -0.268 -0.7737
C 1.9344 -2.2286 2.5509 0.013 -0.154 -0.028 -0.3292
C 3.1577 -1.5900 2.7447 0.751 -0.336 -0.119 -0.6344
C 3.1591 -0.2140 2.9840 -0.028 0.018 0.047 -0.2120
C 1.9892 0.4906 3.0679 0.489 0.193 -0.032 -0.5777
H -0.4685 1.6028 3.2755 0.024 0.257 -0.003 0.1924
H -1.4102 0.0554 2.9590 -0.271 -0.155 -0.118 0.2378
H -0.1832 -2.0537 2.4603 -0.106 -0.047 0.027 0.2031
H 1.9254 -3.2902 2.3130 -0.052 -0.018 0.030 0.3283
H 4.0893 -2.1385 2.6647 0.029 -0.025 -0.007 0.2918
H 4.1098 0.3004 3.0949 0.010 0.068 0.008 0.3043
H 2.0113 1.5637 3.2170 -0.005 0.075 0.054 0.2107
```
Positions in Å, forces in eV/Å.